1.
74
Properties=species:S:1:pos:R:3:forces:R:3 method="wB97M-V/def2-TZVPD" e_lumo_ev=-11.38 gap_ha=0.0306 total_charge=+2
C 2.83346 -0.67490 -0.87695 -1.19 0.61 0.82
C 1.57248 0.20788 -0.41365 -0.13 3.93 2.48
O 1.81684 1.27683 0.20822 -0.69 -4.56 -2.34
O 0.20777 -0.12202 -0.62175 2.50 0.05 -0.80
C -0.25610 0.25784 -1.95789 -1.13 0.29 -1.77
C -1.05730 1.64285 -2.01007 -0.44 0.54 0.05
C -2.26038 1.72958 -0.94118 -0.61 -0.59 -0.29
C -3.24069 0.48545 -1.20566 0.42 -0.15 0.15
C -4.70765 0.66332 -0.56968 0.42 -0.63 -0.50
C -5.65808 -0.60045 -0.98329 1.18 0.29 -0.40
N -5.65058 -0.80114 -2.46466 -0.07 -0.50 1.66
C -5.02655 -1.95205 -0.27484 1.03 -4.60 -0.43
O -5.13675 -3.09708 -0.80018 0.32 4.82 1.61
O -4.29529 -1.89465 0.98368 -0.97 0.24 -3.18
H 3.73379 -0.27378 -0.28424 -1.53 -0.31 -1.08
H 2.74450 -1.80034 -0.65118 1.68 6.17 -4.94
H 3.11624 -0.55842 -1.98554 -0.30 -0.33 1.55
H 0.57640 0.21723 -2.75919 -1.08 0.19 1.46
H -1.00565 -0.56770 -2.27768 1.03 1.21 0.54
H -1.55992 1.70075 -3.05046 0.96 -0.23 1.52
H -0.38276 2.57383 -1.94308 -0.80 -1.64 0.06
H -2.87132 2.70031 -1.06525 1.23 -1.40 0.02
H -1.91664 1.67171 0.14428 -0.18 0.22 -1.47
H -2.71366 -0.43998 -0.76808 -0.99 1.10 -0.45
H -3.30418 0.30334 -2.34540 -0.26 0.47 1.79
H -5.10684 1.66883 -0.95373 0.20 -1.65 0.78
H -4.59473 0.67430 0.59500 0.01 0.47 -1.71
H -6.76757 -0.42754 -0.69850 1.40 -0.27 -0.37
H -4.75766 -1.23094 -2.76223 -0.77 0.27 0.39
H -6.40326 -1.50251 -2.65280 0.34 0.60 -0.25
Ca 2.29345 -2.83193 0.37499 -2.70 -5.56 3.36
C -4.48017 -4.51554 3.28388 -1.02 1.65 -0.48
C -3.61884 -5.73490 3.63109 1.68 -2.38 0.66
O -2.46912 -5.72663 3.14267 -0.60 0.66 -0.03
O -4.18324 -6.57465 4.35788 -0.23 1.08 -0.51
H -3.93437 -3.81720 2.64730 0.17 -0.33 0.01
H -5.38019 -4.83693 2.75519 0.12 -0.24 0.15
H -4.77199 -3.99640 4.20031 0.03 -0.35 0.13
Ca -5.77154 -0.98494 1.86662 -1.39 0.86 0.99
Br 2.09590 -9.21970 3.53776 0.11 0.24 -0.06
C 2.55423 -7.41534 4.10711 0.00 -0.54 -0.09
C 1.78802 -6.38370 3.31801 -0.24 0.30 0.73
Br 2.54386 -6.16188 1.52795 0.06 0.61 -0.54
H 3.63582 -7.31621 4.01203 -0.16 0.08 0.02
H 2.28079 -7.37049 5.16236 -0.05 0.18 -0.14
H 1.86977 -5.40135 3.78613 0.02 -0.12 -0.02
H 0.73430 -6.63256 3.18924 0.16 -0.04 -0.10
C -8.97307 -1.38598 -2.59468 -0.92 -0.68 -0.64
O -8.84427 -0.32324 -1.92719 1.58 -0.25 0.41
O -10.25732 -1.62588 -2.91674 0.42 0.54 0.40
O -8.11582 -2.20546 -2.97567 0.37 0.68 0.62
H -10.57341 -0.81484 -2.46593 -1.26 -0.34 -0.44
C 5.29276 5.41236 -1.03406 0.29 0.55 0.10
O 5.72840 5.20404 -2.14826 -0.48 -0.45 0.32
N 4.41288 4.60567 -0.36419 0.26 -0.17 -0.06
C 3.93943 4.92623 0.96528 -0.03 0.06 -0.27
C 3.94306 3.39659 -1.00499 0.04 0.20 -0.09
H 5.58462 6.30243 -0.45647 0.03 0.00 -0.06
H 4.21950 4.11804 1.64711 -0.07 0.06 0.11
H 2.85069 5.02468 0.94181 0.01 0.01 0.20
H 4.37549 5.86083 1.32036 0.03 -0.12 -0.11
H 4.80178 2.75867 -1.23712 -0.03 -0.01 -0.18
H 3.43880 3.65914 -1.93879 0.05 -0.21 -0.03
H 3.25252 2.86019 -0.35305 0.14 0.29 -0.03
Cl 5.07245 -1.49040 -2.19636 0.53 -0.78 1.26
F 8.90428 6.37517 -1.30472 -1.35 -0.35 -2.12
P 8.87081 7.27424 0.02423 0.11 -0.08 0.51
F 8.17483 6.89518 1.42243 0.81 -1.28 2.38
F 9.93999 6.11841 0.33622 1.81 -0.48 1.64
F 9.09112 8.54672 -0.92480 -0.37 0.55 -2.38
F 9.81709 8.25871 0.86409 0.86 0.25 2.25
F 7.30422 7.45456 -0.23880 -2.05 1.28 -2.21
Li 5.20167 -1.16734 0.91483 1.26 0.33 -0.96
Mg -0.56710 -2.94896 -1.86912 0.40 -0.33 0.43

=====

2.
14
Properties=species:S:1:pos:R:3:forces:R:3 method="wB97M-V/def2-TZVPD" e_lumo_ev="0.29 / 0.29" gap_ha="0.2860 / 0.2859"
C 0.88713 0.69168 0.91350 0.04 0.06 0.08
N 0.41561 -0.08308 -0.22723 -0.11 -0.15 0.09
C 0.36232 0.58023 -1.52018 0.04 0.01 -0.15
C -0.30920 -1.17685 0.02455 0.09 0.15 -0.23
C -1.31550 -1.12446 1.12638 0.01 0.17 0.77
N -1.59531 -0.81972 2.25302 0.17 -0.27 -0.70
H 1.37822 1.59815 0.55421 -0.10 -0.12 0.05
H 1.60253 0.10245 1.49208 -0.10 0.11 -0.08
H 0.04996 0.94832 1.57851 0.10 -0.01 -0.08
H -0.35230 1.41461 -1.47823 0.10 -0.11 -0.04
H 0.02027 -0.12731 -2.27870 0.08 0.09 0.11
H 1.34511 0.96704 -1.80331 -0.12 -0.06 0.06
H -0.48383 -1.87711 -0.78678 -0.06 0.10 0.13
H -2.00501 -1.09396 0.15219 -0.13 0.04 -0.02

=====

3.
51
Properties=species:S:1:pos:R:3:forces:R:3 method="wB97M-V/def2-TZVPD" e_lumo_ev=-0.12 gap_ha=0.2357
Ba -0.58072 0.02251 -0.16950 0.24 -0.04 0.02
O -4.41057 2.15292 -2.01177 -0.14 0.06 0.00
C -3.28693 1.74694 -1.69136 -0.35 0.15 -0.11
N -2.98599 0.92287 -0.70188 0.03 -0.59 0.56
C -4.17252 0.47233 0.00250 -0.11 0.18 -0.08
C -3.93874 -0.54919 1.07927 -0.06 -0.19 0.24
C -5.04234 -1.04613 1.78007 0.07 -0.08 0.07
C -4.85173 -1.98225 2.77653 -0.01 0.06 -0.06
C -3.56216 -2.41866 3.06565 -0.01 -0.01 0.00
C -2.52336 -1.88790 2.33436 -0.05 0.06 0.00
N -2.70734 -0.97329 1.36916 0.21 0.15 -0.26
C -2.12661 2.24670 -2.51710 0.13 0.09 -0.23
C -2.34683 3.34086 -3.34569 0.05 0.04 -0.09
C -1.31287 3.80676 -4.13516 -0.04 0.00 0.02
C -0.08870 3.15628 -4.08642 0.02 0.00 -0.02
C 0.04642 2.07516 -3.23739 -0.01 -0.03 -0.01
N -0.94529 1.62123 -2.46018 0.13 0.16 0.03
H -4.91236 0.05111 -0.69261 0.06 0.04 -0.03
H -4.70940 1.31082 0.47136 0.06 0.02 -0.08
H -6.03517 -0.69213 1.53446 0.01 0.02 -0.02
H -5.69857 -2.37296 3.32633 0.00 0.00 0.00
H -3.36865 -3.15193 3.83556 0.00 0.00 0.00
H -1.49660 -2.19368 2.51418 -0.03 -0.01 0.01
H -3.33211 3.78317 -3.35011 0.00 -0.02 0.02
H -1.45561 4.66126 -4.78414 -0.01 0.00 0.00
H 0.74826 3.47795 -4.69075 0.00 -0.01 0.01
H 0.99137 1.55152 -3.16360 -0.01 -0.01 0.02
Te 2.11473 -1.59586 1.25723 0.11 0.08 0.01
C 1.98708 -3.11687 2.69879 -0.40 -0.15 -0.11
C 2.77368 -3.38445 3.77977 0.07 0.03 0.01
C 2.36091 -4.53666 4.51378 0.04 0.03 -0.05
C 1.26233 -5.13746 3.98449 0.03 0.06 0.05
S 0.72345 -4.29000 2.58960 0.12 -0.04 0.07
H 3.63033 -2.77819 4.04025 -0.02 -0.01 0.00
H 2.87210 -4.90348 5.39332 0.00 0.01 -0.01
H 0.76902 -6.02695 4.34293 -0.05 0.03 -0.05
C 5.46851 -0.34093 -2.07872 -0.03 0.00 0.01
C 4.30969 0.44024 -1.56292 -0.11 -0.02 -0.01
C 4.23672 1.63692 -0.88781 0.04 0.09 0.07
C 2.87575 1.81821 -0.57880 0.01 0.03 -0.11
N 2.15283 0.81224 -1.05233 -0.12 -0.11 0.07
N 3.03981 -0.00234 -1.66449 0.18 0.00 -0.01
C 2.22380 2.92468 0.18499 0.00 -0.05 -0.03
H 6.38499 0.23411 -1.97077 -0.01 0.01 0.01
H 5.34692 -0.59206 -3.13304 -0.01 0.00 0.01
H 5.57846 -1.26827 -1.51428 0.01 -0.01 -0.01
H 5.06059 2.28081 -0.62803 -0.03 -0.01 0.00
H 2.75697 -0.93115 -1.93107 -0.02 -0.01 0.04
H 2.94872 3.68907 0.45639 0.00 0.00 -0.01
H 1.79261 2.53729 1.11166 0.00 0.02 0.01
H 1.43510 3.39881 -0.40269 -0.01 -0.01 0.01

=====

4.
19
Properties=species:S:1:pos:R:3:forces:R:3 method="wB97M-V/def2-TZVPD" e_lumo_ev=-0.51 gap_ha=0.2992
C 0.12079 2.51915 1.00232 0.95 0.50 -0.36
C -2.23589 0.29268 1.69781 1.21 -1.05 1.90
C 1.99352 -1.18484 -2.25163 -4.14 -2.87 1.01
C -0.34613 -0.62306 0.26767 0.08 0.41 0.40
C -1.86003 -0.59006 0.50691 2.20 -0.67 2.06
N 0.99048 3.11373 0.48651 -1.22 -0.52 0.40
N 1.45523 -0.40989 -1.11145 2.76 -0.20 -0.56
N 0.24217 -0.59325 -0.84404 -2.92 -0.51 -0.80
Cl -2.42083 -2.30611 0.81564 0.10 0.69 -0.41
I 3.04408 -0.56278 0.46698 -0.49 0.04 0.10
H -3.23996 -0.04513 2.13192 1.76 0.45 -0.22
H -1.29211 0.36796 2.40736 -2.37 -0.63 -0.74
H -2.30949 1.30492 1.39404 -0.32 0.96 -0.59
H 1.45795 -0.86827 -3.10135 -0.11 0.78 -1.27
H 1.84551 -2.33859 -2.27045 -0.33 1.64 0.78
H 2.98081 -1.12819 -2.20932 4.24 1.06 -0.53
H 0.41024 -0.55190 1.03866 -0.39 -0.23 1.31
H -2.29712 -0.13601 -0.30246 -1.35 0.07 -2.40
H 1.46080 3.73964 -0.12515 0.37 0.09 -0.08

=====

| no. | strongest force on any atom (eV/Å) |
| --- | --- |
| 1 | 8.08 |
| 2 | 0.78 |
| 3 | 0.81 |
| 4 | 5.14 |